{
  "formula": "C7F21O21S7Y",
  "method": "ωB97M-V with the def2-TZVPD basis set",
  "elements": ["Y", "C", "F", "F", "F", "S", "O", "O", "O", "C", "F", "F", "F", "S", "O", "O", "O", "C", "F", "F", "F", "S", "O", "O", "O", "C", "F", "F", "F", "S", "O", "O", "O", "C", "F", "F", "F", "S", "O", "O", "O", "C", "F", "F", "F", "S", "O", "O", "O", "C", "F", "F", "F", "S", "O", "O", "O"],
  "positions_angstrom": [[0.0637, 0.3496, -0.2281], [-6.0396, -2.4919, 1.9616], [-5.9094, -2.3103, 0.6543], [-6.9979, -1.7051, 2.3650], [-6.3646, -3.7617, 2.2980], [-4.4225, -1.8501, 3.0040], [-4.8718, -1.1000, 4.1378], [-3.7017, -2.9946, 3.4291], [-3.6315, -1.1817, 2.0212], [-1.7548, -6.1999, -1.8999], [-0.8745, -5.9339, -0.9404], [-1.4059, -7.3527, -2.4750], [-3.0303, -6.2909, -1.5121], [-1.5470, -4.7975, -3.1433], [-0.3045, -5.0885, -3.8204], [-2.7229, -4.8318, -4.0141], [-1.4317, -3.5679, -2.3411], [4.1685, -4.5966, 2.5066], [5.0277, -4.7415, 3.5089], [4.2636, -5.5550, 1.6484], [2.8830, -4.4971, 2.8667], [4.4400, -2.9895, 1.4879], [5.4448, -3.2074, 0.4431], [3.1807, -2.6629, 0.8767], [4.8288, -1.9368, 2.4171], [-5.5281, 2.3416, -4.5839], [-4.5061, 2.3140, -5.4576], [-6.5279, 3.1773, -4.8848], [-5.9048, 1.0774, -4.4790], [-4.7696, 3.0180, -2.9440], [-5.8893, 3.1678, -1.9930], [-3.6304, 2.0821, -2.5786], [-4.1479, 4.3108, -3.2279], [4.7871, 2.0294, -4.6806], [5.3704, 2.6793, -5.6584], [5.2983, 0.8403, -4.4639], [4.8889, 2.8057, -3.6082], [2.8357, 1.7356, -5.2215], [2.9405, 0.8744, -6.4324], [2.3487, 1.1295, -4.0221], [2.2503, 3.0714, -5.5051], [2.0292, -0.1213, 7.0619], [1.8290, 0.4571, 8.2788], [3.3295, -0.5332, 6.9654], [1.0760, -1.0856, 6.9873], [1.5021, 1.1492, 5.6629], [2.6278, 2.1287, 5.6846], [1.3621, 0.5119, 4.3161], [0.2249, 1.6878, 6.1217], [3.0056, 6.5056, 0.6459], [3.6687, 6.7207, -0.4771], [3.5364, 5.3824, 1.1899], [3.1634, 7.6655, 1.3856], [1.1740, 6.1341, 0.2318], [0.3967, 6.3700, 1.4519], [0.7857, 6.9870, -0.9332], [1.1830, 4.6808, -0.0848]],
  "e_tot_ha": -6769.2851,
  "charge": -4,
  "relative_energy_ev": 19.285
}

***

{
  "formula": "C40H36CeN4S2",
  "method": "ωB97M-V with the def2-TZVPD basis set",
  "elements": ["Ce", "C", "C", "C", "C", "C", "C", "C", "C", "N", "C", "C", "C", "C", "N", "C", "C", "C", "C", "C", "C", "C", "C", "H", "H", "H", "H", "H", "H", "H", "H", "H", "H", "H", "H", "H", "H", "H", "H", "H", "H", "H", "H", "H", "H", "H", "H", "S", "C", "C", "C", "C", "C", "C", "N", "C", "C", "C", "C", "C", "C", "C", "C", "N", "C", "C", "C", "C", "C", "S", "C", "H", "H", "H", "H", "H", "H", "H", "H", "H", "H", "H", "H"],
  "positions_angstrom": [[0.0034, -0.0114, -0.0270], [1.7993, 1.6824, 2.1043], [0.6443, 2.5850, 2.4771], [0.8817, 3.9068, 2.8173], [-0.1742, 4.7461, 3.1471], [-1.4747, 4.2728, 3.1167], [-1.7594, 2.9467, 2.7965], [-3.1929, 2.4798, 2.7650], [-0.6749, 2.1113, 2.5064], [-0.8707, 0.7294, 2.1569], [-1.3545, -0.1271, 2.9824], [-1.6760, 0.1339, 4.4090], [-1.5597, -1.5364, 2.4476], [-2.4400, -2.4528, 3.2173], [-0.9945, -1.8067, 1.3267], [-1.0657, -3.1098, 0.7227], [-1.6835, -3.1875, -0.5342], [-2.2462, -1.9642, -1.2272], [-1.7955, -4.4281, -1.1401], [-1.2742, -5.5586, -0.5270], [-0.6193, -5.4516, 0.6872], [-0.4960, -4.2282, 1.3420], [0.2452, -4.1586, 2.6534], [2.7434, 2.1214, 2.4200], [1.9032, 1.5909, 1.0124], [1.7328, 0.6976, 2.5751], [1.8972, 4.2840, 2.8341], [0.0206, 5.7746, 3.4230], [-2.2952, 4.9391, 3.3546], [-3.8464, 3.3013, 2.4788], [-3.5285, 2.1440, 3.7483], [-3.3540, 1.6654, 2.0573], [-1.3727, 1.1298, 4.7168], [-1.1673, -0.6061, 5.0334], [-2.7451, 0.0125, 4.5993], [-3.3940, -1.9536, 3.4099], [-2.0112, -2.6823, 4.1956], [-2.6238, -3.3804, 2.6845], [-2.7335, -1.2714, -0.5324], [-3.0052, -2.2584, -1.9494], [-1.4852, -1.4542, -1.8366], [-2.2978, -4.5160, -2.0960], [-1.3746, -6.5247, -1.0042], [-0.1926, -6.3342, 1.1482], [1.0360, -4.9058, 2.6732], [-0.4106, -4.3782, 3.4984], [0.7050, -3.1846, 2.8268], [1.6835, -5.1824, -2.6799], [2.2633, -6.4196, -3.6989], [2.8144, -5.9229, -4.8397], [2.7551, -4.5105, -4.8932], [2.1596, -3.9504, -3.7945], [1.9499, -2.5327, -3.5219], [1.2916, -2.0923, -2.3644], [1.0974, -0.8096, -2.0527], [1.5389, 0.1580, -2.9090], [2.1964, -0.1821, -4.0938], [2.6378, 0.8588, -4.9848], [2.4236, 2.1541, -4.6912], [1.7605, 2.5329, -3.4713], [1.5439, 3.8727, -3.1263], [0.9238, 4.2267, -1.9369], [0.5314, 3.1611, -1.1145], [0.7081, 1.8751, -1.4169], [1.3285, 1.5427, -2.5865], [0.6813, 5.6080, -1.5384], [0.0549, 6.0679, -0.4059], [-0.0166, 7.4768, -0.3438], [0.5591, 8.0669, -1.4305], [1.1862, 6.9287, -2.5213], [2.3927, -1.5375, -4.3801], [2.1725, -7.4518, -3.3963], [3.2430, -6.5436, -5.6127], [3.1419, -3.9419, -5.7281], [0.9051, -2.8266, -1.6617], [3.1440, 0.5749, -5.8988], [2.7503, 2.9370, -5.3643], [1.8731, 4.6452, -3.8130], [0.0523, 3.3705, -0.1626], [-0.3542, 5.4263, 0.3644], [-0.4757, 8.0328, 0.4604], [0.6440, 9.1217, -1.6433], [2.9089, -1.8029, -5.2942]],
  "multiplicity": 2,
  "e_tot_ha": -3035.5977,
  "charge": 3
}

***

{
  "formula": "C3H7O",
  "method": "ωB97M-V with the def2-TZVPD basis set",
  "elements": ["O", "H", "C", "C", "C", "H", "H", "H", "H", "H", "H"],
  "positions_angstrom": [[-2.1142, 0.4266, -0.3428], [-1.5439, -0.0617, -0.9716], [0.5376, -0.2392, 1.4101], [1.1557, -0.3632, 0.1516], [0.8705, 0.0103, -1.1574], [0.8960, -0.8217, 2.2478], [-1.4378, 0.4827, 0.3663], [-0.0310, 0.6479, 1.6329], [2.0935, -0.9288, 0.2593], [1.5934, -0.1534, -1.9538], [0.1584, 0.7887, -1.3091]],
  "e_tot_ha": -193.6875,
  "charge": -1,
  "relative_energy_ev": 1.184
}

***

{
  "formula": "C2H4N2S",
  "method": "ωB97M-V with the def2-TZVPD basis set",
  "elements": ["C", "C", "N", "N", "S", "H", "H", "H", "H"],
  "positions_angstrom": [[-1.7414, 0.7276, 0.3790], [-0.4646, 0.8299, 0.7700], [-2.8337, 0.7886, -0.0011], [0.2418, -1.2155, -0.8657], [0.5571, 2.0761, 0.2223], [0.0491, -0.0366, 1.2848], [-0.6835, -1.1488, -1.2889], [0.1974, -2.0563, -0.2712], [-0.4030, 2.4996, -0.6558]],
  "e_tot_ha": -586.1609,
  "relative_energy_ev": 3.634
}

***

{
  "formula": "C8H11InNO2",
  "method": "ωB97M-V with the def2-TZVPD basis set",
  "elements": ["C", "C", "C", "C", "C", "C", "C", "C", "In", "O", "N", "O", "H", "H", "H", "H", "H", "H", "H", "H", "H", "H", "H"],
  "positions_angstrom": [[-1.7964, -0.2979, -1.0944], [-0.7362, -0.8834, -0.1961], [-1.1191, -1.8080, 0.7456], [-0.2477, -2.4266, 1.5860], [1.0754, -2.1152, 1.4617], [1.4902, -1.1911, 0.5524], [0.6036, -0.5453, -0.2916], [1.1995, 0.4689, -1.2436], [0.2588, 2.5335, -1.1800], [-0.4027, 2.9586, 0.7967], [0.5644, 2.8063, 1.6833], [0.1686, 2.8360, 2.8203], [-2.5064, 0.3431, -0.5743], [-1.3308, 0.1923, -1.9403], [-2.3621, -1.1396, -1.5149], [-2.1791, -2.0444, 0.8192], [-0.5767, -3.1517, 2.3195], [1.8311, -2.5848, 2.0851], [2.5452, -0.9611, 0.4813], [2.2560, 0.6064, -1.0093], [1.1728, 0.0764, -2.2670], [1.3231, 3.7793, -1.8649], [-1.2315, 2.5485, -2.1748]],
  "e_tot_ha": -706.7417,
  "charge": -1
}

***

Number 1 is which compound?
C7F21O21S7Y

***

Number 5 is which compound?
C8H11InNO2